--- 1 ---
Density functional theory data (ωB97M-V/def2-TZVPD) for a 2-piece molecular cluster, C4H6N2O2 overall.

Properties
Highest occupied orbital energy (eV): -9.7
SMILES: CC(=O)C=O.N=C=N
Gap between HOMO and LUMO (eV): 9.090
M (g/mol): 114.10
LUMO level (eV): -0.637

Last column: natural (NBO) charge in e.
Cartesian coordinates (Å):
C: -0.7984 -1.2594 1.5367  -0.729
N: 1.2001 2.1730 0.4284  -0.798
C: 0.0394 -0.5001 0.5258  0.497
C: 1.0506 1.9051 -0.7683  0.711
C: -0.8273 -0.6259 -0.9024  0.348
N: 0.9595 1.7715 -1.9664  -0.737
O: 1.1831 -0.8940 0.3502  -0.470
O: -1.8680 -1.2052 -1.0618  -0.485
H: 1.9294 2.8322 0.6804  0.422
H: 0.4581 0.9764 -2.3270  0.403
H: -0.1836 -0.5960 -1.8050  0.106
H: -0.2327 -1.6245 2.3911  0.239
H: -1.7310 -0.7474 1.7661  0.232
H: -1.1795 -2.2057 1.1523  0.261

--- 2 ---
Density functional theory data (ωB97M-V/def2-TZVPD) for one molecule with the formula C4H6N2O2.

Properties
Highest occupied orbital energy (eV): -8.9
SMILES: [H]/N=C1\NO[C@@H]2C[C@@]12O
Gap between HOMO and LUMO (eV): 9.830
M (g/mol): 114.10
LUMO level (eV): 0.900

Last column: natural (NBO) charge in e.
Cartesian coordinates (Å):
C: -0.3252 -0.6973 -0.1324  0.066
C: -1.7646 -0.3872 -0.5343  -0.393
C: -0.8820 0.7783 -0.4686  0.071
C: 1.0941 -0.0481 -0.2252  0.399
H: -0.0520 -1.7438 1.3825  0.484
H: -2.3687 -0.6304 0.3603  0.274
H: -2.4010 -0.6619 -1.4988  0.248
H: -0.3993 1.0133 -1.3661  0.179
H: 1.6684 1.4125 1.1306  0.402
H: 3.0835 -0.2390 -0.3616  0.332
N: 1.0436 1.2900 0.2725  -0.374
N: 2.1442 -0.8140 -0.4153  -0.641
O: -0.4320 -0.8527 1.3395  -0.722
O: -0.4090 1.5803 0.5169  -0.324

Relative energy of each structure, in hartree: 1 0.0000; 2 0.1253.